# 1
A structure of composition C3H3CsO at a distorted geometry. Source: the OMol25 dataset; level of theory: ωB97M-V/def2-TZVPD.

Computed properties:
Net charge: +1
Relative energy (zero: lowest compared OMol25 entry of this formula, charge and spin) in kJ/mol: 253.57
Total energy in a.u.: -211.0680
E_LUMO (alpha / beta) in eV: -3.76 / -3.76
Kohn-Sham gap (alpha / beta) in hartree: 0.2492 / 0.3786
HOMO level (alpha / beta) in Eh: -0.3875 / -0.5169
Spin multiplicity: 2

Each line ends with the Löwdin charge.
Positions of all 8 atoms, in Å:
Cs1 0.523 -4.065 1.642  0.916
O1 -4.727 2.864 -0.924  0.020
C1 -2.725 -1.968 0.897  0.069
C2 -3.842 -1.365 0.649  -0.157
C3 -4.217 2.365 0.014  -0.065
H1 -3.529 2.883 0.734  0.059
H2 -4.326 -1.467 -0.333  0.079
H3 -4.495 -1.139 1.507  0.079


# 2
The molecule C2Cl4S at a distorted geometry. Source: the OMol25 dataset; level of theory: ωB97M-V/def2-TZVPD.

Computed properties:
Relative energy (zero: lowest compared OMol25 entry of this formula, charge and spin) in kJ/mol: 171.79
Total energy in a.u.: -2315.0480
E_LUMO (alpha / beta) in eV: -1.09 / -0.73
Kohn-Sham gap (alpha / beta) in hartree: 0.2588 / 0.2860
HOMO level (alpha / beta) in Eh: -0.2987 / -0.3129
Spin multiplicity: 1

Each line ends with the Löwdin charge.
Positions of all 7 atoms, in Å:
Cl1 -1.612 1.203 -2.277  0.578
Cl2 0.939 0.493 1.968  0.555
Cl3 0.745 -2.454 1.506  0.514
Cl4 0.789 1.617 -0.748  0.627
S1 -0.918 -0.659 -0.138  0.772
C1 -0.382 0.586 -1.272  -1.550
C2 0.439 -0.786 0.961  -1.494


# 3
A cluster of 2 separate species, C3H8NO2 in total at a distorted geometry. Source: the OMol25 dataset; level of theory: ωB97M-V/def2-TZVPD.

Computed properties:
Net charge: +1
Relative energy (zero: lowest compared OMol25 entry of this formula, charge and spin) in kJ/mol: 409.14
Total energy in a.u.: -323.9714
E_LUMO (alpha / beta) in eV: -5.67 / -5.68
Kohn-Sham gap (alpha / beta) in hartree: 0.2378 / 0.2377
HOMO level (alpha / beta) in Eh: -0.4463 / -0.4463
Spin multiplicity: 1

Each line ends with the Löwdin charge.
Positions of all 14 atoms, in Å:
O1 2.191 -1.340 -0.097  0.133
O2 -3.111 -0.328 0.294  0.162
N1 2.344 0.943 -0.173  0.179
C1 1.625 -0.187 0.100  -0.499
C2 0.306 0.046 0.507  -0.005
C3 -2.312 -0.170 -0.652  0.079
H1 1.998 1.731 0.306  0.100
H2 -3.375 0.525 0.651  0.161
H3 -0.125 1.019 0.531  0.024
H4 -0.287 -0.597 1.181  0.063
H5 1.573 -2.054 -0.411  0.173
H6 -1.971 0.894 -1.009  0.172
H7 -2.182 -1.169 -1.053  0.126
H8 3.326 0.687 -0.175  0.133


# 4
A structure of composition C35H28N6O4SSeYb at a distorted geometry. Source: the OMol25 dataset; level of theory: ωB97M-V/def2-TZVPD.

Computed properties:
Net charge: -1
Relative energy (zero: lowest compared OMol25 entry of this formula, charge and spin) in kJ/mol: 70.90
Total energy in a.u.: -5938.6613
E_LUMO (alpha / beta) in eV: 0.65 / 0.65
Kohn-Sham gap (alpha / beta) in hartree: 0.1941 / 0.1942
HOMO level (alpha / beta) in Eh: -0.1702 / -0.1703
Spin multiplicity: 2

Each line ends with the Löwdin charge.
Positions of all 76 atoms, in Å:
Yb1 -0.062 0.216 -0.480  1.587
Se1 -3.253 -0.672 2.159  1.251
S1 -1.941 -1.534 -1.686  0.538
O1 0.006 4.268 1.562  0.016
O2 4.252 -0.180 -1.730  0.007
O3 -1.323 1.686 -1.483  -0.131
O4 0.239 0.828 -2.758  -0.047
N1 -0.587 2.055 1.224  0.018
N2 1.696 1.698 -0.171  0.049
N3 -2.706 -1.801 3.378  -0.210
N4 -1.757 -0.660 1.246  -0.306
N5 0.323 -1.640 1.411  0.094
N6 2.115 -0.802 -1.086  0.011
C1 1.416 2.935 0.246  -0.172
C2 0.668 -3.135 3.274  -0.032
C3 -3.631 -1.161 -3.835  -0.128
C4 -3.308 2.759 0.458  -0.037
C5 3.779 2.452 -1.019  0.006
C6 2.930 -4.937 -1.335  -0.108
C7 1.824 -2.971 -2.234  -0.196
C8 0.174 3.142 1.073  -0.510
C9 3.393 -2.759 -0.393  -0.236
C10 2.439 -2.175 -1.256  -0.195
C11 -2.049 0.596 -3.460  -0.174
C12 1.073 -2.468 2.080  -0.077
C13 -2.573 1.308 -4.530  -0.040
C14 3.609 -4.133 -0.433  -0.079
C15 -3.826 2.738 2.915  -0.094
C16 3.489 3.738 -0.594  -0.036
C17 -1.573 2.233 2.222  -0.261
C18 -4.154 -0.451 -4.907  -0.113
C19 2.064 -4.346 -2.239  -0.064
C20 -3.631 0.787 -5.262  -0.115
C21 -1.446 -2.088 3.077  -0.385
C22 -0.966 1.114 -2.568  -0.685
C23 -1.221 2.047 3.572  -0.220
C24 0.187 1.654 3.938  -0.037
C25 -3.479 2.584 4.247  -0.109
C26 -2.894 2.561 1.894  -0.262
C27 2.839 1.461 -0.820  -0.173
C28 -2.176 2.230 4.566  -0.067
C29 -0.575 -2.952 3.788  0.004
C30 -0.932 -1.456 1.897  -0.482
C31 0.999 -2.376 -3.347  -0.063
C32 2.284 3.988 0.042  0.005
C33 4.233 -1.913 0.533  -0.062
C34 -2.569 -0.651 -3.076  -0.616
C35 3.124 0.049 -1.277  -0.520
H1 4.202 4.540 -0.748  0.105
H2 3.102 -6.007 -1.353  0.089
H3 1.658 -2.142 -4.191  0.093
H4 1.568 -4.951 -2.990  0.103
H5 0.599 0.969 3.197  0.061
H6 -4.039 1.341 -6.101  0.089
H7 1.995 4.964 0.401  0.114
H8 -2.668 3.492 -0.032  0.085
H9 0.839 2.533 3.957  0.087
H10 2.053 -2.656 1.669  0.092
H11 -4.041 -2.126 -3.559  0.090
H12 3.651 -1.107 0.990  0.074
H13 -4.985 -0.866 -5.468  0.091
H14 4.683 -2.524 1.320  0.074
H15 4.703 2.182 -1.510  0.115
H16 -3.205 1.851 -0.139  0.060
H17 1.374 -3.791 3.765  0.106
H18 -1.885 2.107 5.606  0.103
H19 4.334 -4.573 0.247  0.099
H20 -0.910 -3.443 4.693  0.119
H21 -4.212 2.745 5.029  0.092
H22 5.029 -1.429 -0.035  0.078
H23 -2.147 2.273 -4.789  0.114
H24 -4.843 3.013 2.647  0.103
H25 0.213 1.180 4.920  0.072
H26 0.238 -3.077 -3.686  0.071
H27 0.518 -1.454 -3.065  0.000
H28 -4.347 3.090 0.404  0.074


# 5
The molecule C4H5N3O at a distorted geometry. Source: the OMol25 dataset; level of theory: ωB97M-V/def2-TZVPD.

Computed properties:
Relative energy (zero: lowest compared OMol25 entry of this formula, charge and spin) in kJ/mol: 632.61
SMILES: [H]/N=c1/cccnn1O
Total energy in a.u.: -394.7266
E_LUMO in eV: -0.56
Kohn-Sham gap in hartree: 0.2928
HOMO level in Eh: -0.3134
Spin multiplicity: 1

Each line ends with the Löwdin charge.
Positions of all 13 atoms, in Å:
O1 -1.969 -1.440 -0.100  -0.015
N1 0.323 -1.558 0.326  0.103
N2 -0.819 -0.745 -0.234  -0.154
N3 -1.687 1.667 0.187  0.103
C1 -0.801 0.625 0.050  -0.373
C2 1.604 -0.974 0.037  -0.076
C3 1.732 0.526 -0.190  -0.054
C4 0.517 1.130 -0.012  -0.087
H1 2.494 -1.554 0.554  0.125
H2 0.561 2.204 -0.403  0.139
H3 -1.913 -2.396 -0.436  0.154
H4 2.635 1.115 -0.195  0.091
H5 -2.675 1.399 0.416  0.045


# 6
A cluster of 2 separate species, C19H36F3N3O5 in total at a distorted geometry. Source: the OMol25 dataset; level of theory: ωB97M-V/def2-TZVPD.

Computed properties:
SMILES: CC(=O)NCCCC[C@H]1C[C@@H](C[C@H](O)C(F)(F)F)NC1=O.COCCNCCOC
Total energy in a.u.: -1585.5713
E_LUMO in eV: 0.53
Kohn-Sham gap in hartree: 0.3380
HOMO level in Eh: -0.3184
Spin multiplicity: 1

Each line ends with the Löwdin charge.
Positions of all 66 atoms, in Å:
F1 -6.612 3.202 -2.598  0.121
F2 -8.772 3.526 -2.766  0.143
F3 -7.818 1.885 -3.848  0.132
O1 4.623 -0.008 1.884  -0.197
O2 -9.317 1.902 -0.953  0.009
O3 2.860 1.450 -2.076  0.086
O4 -4.242 -2.275 0.377  0.117
O5 7.907 -2.022 4.433  -0.179
N1 6.650 0.869 3.921  -0.052
N2 -6.273 -1.535 -0.599  0.087
N3 0.569 1.215 -2.335  0.024
C1 -5.399 -0.470 -2.481  -0.104
C2 -1.280 -0.346 -2.987  -0.186
C3 1.775 1.229 -1.575  -0.514
C4 3.552 -0.058 2.803  -0.124
C5 0.237 -0.163 -2.777  -0.187
C6 -3.250 -1.863 -2.557  -0.153
C7 -1.770 -1.610 -2.297  -0.207
C8 5.343 1.218 1.865  -0.216
C9 -7.759 0.183 -1.737  -0.058
C10 6.832 -2.384 3.588  -0.100
C11 -4.822 -1.687 -0.510  -0.381
C12 6.719 1.078 2.481  -0.215
C13 -6.370 -0.253 -1.313  -0.332
C14 1.585 0.959 -0.112  0.007
C15 8.583 -0.829 4.088  -0.230
C16 -8.014 1.676 -1.458  -0.254
C17 -4.157 -0.977 -1.703  -0.226
C18 7.904 0.457 4.551  -0.199
C19 -7.816 2.570 -2.686  -0.528
H1 -1.198 -2.439 -2.706  0.116
H2 2.925 0.835 2.729  0.080
H3 -5.727 -1.315 -3.082  0.123
H4 1.304 -0.077 0.030  0.085
H5 6.714 -3.465 3.653  0.088
H6 -3.463 -1.628 -3.591  0.109
H7 4.772 2.014 2.354  0.123
H8 9.543 -0.883 4.606  0.121
H9 0.745 -0.360 -3.715  0.119
H10 7.701 0.349 5.619  0.119
H11 5.467 1.493 0.814  0.124
H12 -6.508 -2.287 -1.248  0.133
H13 2.507 1.167 0.403  0.060
H14 -9.338 1.477 -0.099  0.099
H15 8.620 1.278 4.448  0.117
H16 7.225 0.254 1.960  0.104
H17 -1.754 0.529 -2.563  0.103
H18 2.948 -0.928 2.551  0.090
H19 -5.239 0.377 -3.135  0.124
H20 -1.484 -0.408 -4.048  0.109
H21 -5.825 0.450 -0.688  0.146
H22 -1.562 -1.552 -1.235  0.119
H23 0.778 1.583 0.247  0.087
H24 -3.655 -0.066 -1.392  0.145
H25 -8.504 -0.355 -1.166  0.125
H26 5.946 0.173 4.121  0.067
H27 7.285 1.994 2.284  0.124
H28 3.892 -0.172 3.838  0.077
H29 -7.302 2.005 -0.711  0.148
H30 -7.916 -0.077 -2.773  0.119
H31 0.787 1.754 -3.164  0.119
H32 8.814 -0.820 3.016  0.112
H33 7.026 -2.118 2.546  0.088
H34 5.892 -1.931 3.914  0.072
H35 0.598 -0.887 -2.060  0.108
H36 -3.485 -2.905 -2.379  0.121


# 7
The molecule C3H3NO3. Source: the OMol25 dataset; level of theory: ωB97M-V/def2-TZVPD.

Computed properties:
Relative energy (zero: lowest compared OMol25 entry of this formula, charge and spin) in kJ/mol: 426.42
Total energy in a.u.: -396.4620
E_LUMO in eV: 0.10
Kohn-Sham gap in hartree: 0.3454
HOMO level in Eh: -0.3416
Spin multiplicity: 1

Each line ends with the Löwdin charge.
Positions of all 10 atoms, in Å:
O1 -1.263 -0.588 0.146  -0.056
O2 1.695 0.223 1.121  0.122
O3 0.763 -0.503 -0.811  0.073
N1 -0.685 1.346 -0.973  0.246
C1 1.743 -0.448 0.136  -0.290
C2 -0.384 0.217 -0.550  -0.502
C3 -1.940 -0.024 1.140  0.138
H1 -2.590 -0.881 1.441  0.023
H2 2.565 -1.105 -0.173  0.153
H3 0.095 1.762 -1.478  0.094